Record 1
50
Properties=species:S:1:pos:R:3:mulliken_charge:R:1 method="wB97M-V/def2-TZVPD" largest_force_ev_per_a=5.437 charge=+2 gap_ev="5.2 / 6.1" relative_energy_ev=5.2943 spin_multiplicity=4 homo_ev="-13.42 / -14.39"
P -0.131 -1.930 -4.823 1.084
P -0.254 2.219 -5.554 1.179
C -0.615 -0.592 -6.273 -1.322
C 0.141 0.709 -6.512 -1.225
H -1.692 -0.389 -6.201 0.627
H -0.520 -1.164 -7.213 0.730
H 1.232 0.558 -6.487 0.452
H -0.018 1.044 -7.558 0.586
C -1.774 3.008 -6.056 -1.298
H -2.140 3.694 -5.279 0.433
H -2.580 2.298 -6.287 0.411
H -1.583 3.604 -6.959 0.452
C 1.117 3.358 -5.954 -1.429
H 0.977 3.776 -6.962 0.506
H 2.055 2.778 -5.858 0.456
H 1.106 4.147 -5.175 0.425
C -1.529 -3.052 -5.405 -1.130
H -1.621 -3.923 -4.748 0.404
H -1.291 -3.381 -6.426 0.401
H -2.467 -2.480 -5.427 0.405
C 1.018 -2.633 -6.180 -1.487
H 1.850 -1.935 -6.336 0.398
H 0.509 -2.772 -7.152 0.616
H 1.440 -3.609 -5.903 0.409
Tc -2.437 -0.837 -1.321 -0.275
C 1.370 2.202 -3.262 -1.268
C 0.061 2.361 -3.796 0.125
C -1.183 1.082 -3.483 0.594
C -1.298 0.247 -2.324 -0.604
C 1.438 -2.457 -3.675 -0.579
C 2.228 -1.440 -3.254 -0.549
C 2.317 -0.068 -3.835 0.909
C 2.013 0.991 -2.743 -0.848
C -0.846 -1.595 -0.175 -0.820
H 1.889 3.129 -2.943 0.454
H -0.435 3.264 -3.367 0.753
H -1.219 0.441 -4.379 -0.359
H -2.099 1.690 -3.603 0.611
H -2.586 -2.373 -0.678 0.116
H -1.336 -1.049 -2.715 0.205
H 1.154 -3.196 -2.921 0.457
H 3.022 -1.610 -2.494 0.448
H 1.628 0.055 -4.690 -1.203
H 3.330 0.143 -4.206 0.532
H 1.399 0.585 -1.933 0.361
H 2.983 1.245 -2.296 0.633
H -0.439 -0.804 0.501 0.297
H 0.070 -2.006 -0.666 0.131
H -1.110 -2.449 0.487 0.416
F -3.133 0.340 -0.047 -0.618

=====

Record 2
23
Properties=species:S:1:pos:R:3:mulliken_charge:R:1 method="wB97M-V/def2-TZVPD" largest_force_ev_per_a=6.809 smiles="C[SiH](C)C(=O)c1ccccc1" charge=0 gap_ev=8.7 relative_energy_ev=3.1413 homo_ev=-9.28
C 2.995 1.310 0.491 -0.979
Si 1.503 0.135 0.476 0.403
C 1.561 -1.299 -0.928 -1.080
C 0.029 1.157 -0.028 0.592
O 0.239 2.419 -0.471 -0.638
C -1.300 0.574 0.188 0.330
C -2.366 1.437 -0.200 -0.404
C -3.699 1.065 -0.229 -0.544
C -4.017 -0.255 0.101 -0.231
C -2.968 -1.124 0.384 -0.955
C -1.658 -0.731 0.399 -0.167
H 3.017 1.897 -0.451 0.322
H 2.947 1.914 1.494 0.215
H 3.953 0.848 0.313 0.371
H 1.092 -0.631 1.855 -0.112
H 0.653 -1.700 -0.845 0.371
H 1.787 -0.761 -1.793 0.322
H 2.374 -1.966 -0.640 0.329
H -2.181 2.453 -0.568 0.343
H -4.525 1.574 -0.627 0.406
H -5.089 -0.488 -0.063 0.303
H -3.047 -2.147 0.464 0.409
H -0.970 -1.502 0.470 0.391